Record 1
Computed, not measured: C23H18Cl2MnN6O6S as an isolated structure, with the ωB97M-V functional and the def2-TZVPD basis.

XYZ file:
```
57
Properties=species:S:1:pos:R:3:forces:R:3
Mn 0.068 0.527 -0.093 0.0 -0.1 0.0
O 3.655 0.178 4.400 0.0 0.0 0.0
C 2.421 -0.100 4.797 0.0 0.0 0.0
O 2.154 -0.436 5.917 0.0 0.0 0.0
C 1.335 0.011 3.777 0.0 0.0 0.0
C 0.005 -0.279 4.038 0.0 0.0 0.0
N -0.680 -0.110 2.899 0.0 0.0 0.0
N 0.131 0.266 1.913 0.0 0.0 0.0
C 1.354 0.338 2.418 0.0 0.0 0.0
C 2.410 0.634 1.403 0.0 -0.1 0.0
O 3.579 0.724 1.705 0.0 0.1 0.0
O 1.931 0.723 0.186 0.0 0.0 0.0
H 3.713 0.427 3.450 0.0 0.0 0.0
H -0.461 -0.593 4.957 0.0 0.0 0.0
H -1.660 -0.272 2.700 0.0 0.0 0.0
N 0.018 2.952 -3.454 0.0 0.0 0.0
C 0.204 1.811 -4.223 0.0 0.0 0.0
C 0.315 1.635 -5.597 0.0 0.0 0.0
C 0.500 0.342 -6.035 0.0 0.0 0.0
C 0.571 -0.733 -5.135 0.0 0.0 0.0
C 0.457 -0.548 -3.774 0.0 0.0 0.0
C 0.269 0.754 -3.314 0.0 0.0 0.0
N 0.126 1.272 -2.025 0.0 0.0 -0.1
C -0.019 2.577 -2.166 0.0 0.0 0.0
C -0.201 3.452 -1.017 0.0 0.0 0.0
C -0.364 4.801 -0.960 0.0 0.0 0.0
S -0.537 5.287 0.664 0.0 0.0 0.0
C -0.380 3.668 1.166 0.0 0.0 0.0
N -0.210 2.818 0.198 0.0 0.0 0.0
H -0.072 3.892 -3.799 0.0 0.0 0.0
H 0.261 2.466 -6.286 0.0 0.0 0.0
H 0.594 0.149 -7.094 0.0 0.0 0.0
H 0.715 -1.732 -5.522 0.0 0.0 0.0
H 0.503 -1.390 -3.102 0.0 0.0 0.0
H -0.390 5.518 -1.764 0.0 0.0 0.0
H -0.419 3.385 2.208 0.0 0.0 0.0
N 0.372 -1.698 -0.492 0.0 0.0 0.1
C 0.245 -2.529 0.675 0.0 0.0 0.0
C -1.003 -3.023 1.030 0.0 0.0 0.0
C -1.143 -3.760 2.198 0.0 0.0 0.0
C -0.044 -4.001 3.011 0.0 0.0 0.0
C 1.202 -3.513 2.643 0.0 0.0 0.0
C 1.351 -2.780 1.475 0.0 0.0 0.0
H -0.343 -1.934 -1.177 0.0 0.1 0.0
H 1.295 -1.796 -0.904 0.0 0.0 0.0
H -1.858 -2.851 0.387 0.0 0.0 0.0
H -2.114 -4.155 2.464 0.0 0.0 0.0
H -0.154 -4.580 3.918 0.0 0.0 0.0
H 2.067 -3.709 3.264 0.0 0.0 0.0
H 2.328 -2.407 1.185 0.0 0.0 0.0
Cl -4.231 -0.849 1.300 0.0 0.0 0.0
C -4.039 -0.273 -0.371 0.0 0.1 -0.1
Cl -4.626 1.384 -0.562 0.0 0.0 0.0
C -2.565 -0.345 -0.769 0.0 -0.1 0.1
O -2.215 -1.047 -1.693 0.0 0.0 0.0
O -1.798 0.373 -0.005 0.0 0.0 0.0
H -4.624 -0.921 -1.012 0.0 0.0 0.0
```
Positions in Å, forces in eV/Å.

Calculated values
Charge ... +1
<S²> ... 6.0389
Multiplicity ... 5
Highest occupied orbital energy (spin up / spin down) ... -11.6858 / -11.8570 eV

Record 2
Computed, not measured: C23H18N9S9Sc as an isolated structure, with the ωB97M-V functional and the def2-TZVPD basis.

XYZ file:
```
60
Properties=species:S:1:pos:R:3:forces:R:3
Sc 0.119 -0.002 -0.198 0.0 0.0 -0.4
C -1.700 -5.328 2.107 0.0 0.0 0.1
S -0.136 -4.889 1.326 -0.1 0.0 -0.2
C -0.431 -3.237 0.787 0.0 -0.3 0.0
S 0.609 -2.684 -0.433 0.0 0.2 0.0
N -1.417 -2.604 1.365 0.2 0.3 0.0
N -1.494 -1.271 0.996 -0.3 -0.2 0.0
C -2.644 -0.752 1.203 0.0 0.1 0.0
C -2.847 0.674 0.971 0.0 -0.1 0.0
C -4.081 1.253 1.221 0.0 0.0 -0.1
C -4.235 2.613 1.001 0.0 0.0 0.0
C -3.148 3.334 0.545 0.0 0.0 0.0
C -1.949 2.674 0.315 -0.1 0.0 0.0
N -1.788 1.367 0.522 0.0 0.0 0.1
H -1.547 -6.310 2.553 0.0 0.0 0.0
H -1.969 -4.612 2.877 0.0 0.0 0.0
H -2.492 -5.387 1.363 0.0 0.0 0.0
H -3.469 -1.373 1.542 0.0 0.0 0.1
H -4.900 0.639 1.569 0.0 0.0 0.0
H -5.186 3.095 1.181 0.0 0.0 0.0
H -3.215 4.395 0.351 0.0 0.0 0.0
H -1.091 3.196 -0.085 0.0 0.0 0.0
N -0.044 -0.698 3.622 0.0 0.1 0.0
C 1.176 -0.868 3.022 -0.1 0.0 -0.1
N 1.409 -0.676 1.752 0.0 -0.1 0.2
C 2.752 -0.891 1.469 0.0 0.1 -0.1
C 3.525 -1.200 2.532 0.0 0.0 0.0
S 2.565 -1.281 3.955 0.1 0.0 0.0
C 3.204 -0.809 0.078 0.0 0.1 0.1
C 4.386 -1.257 -0.386 0.0 0.0 0.0
S 4.464 -1.055 -2.097 0.1 0.0 0.0
C 2.871 -0.379 -2.081 -0.1 0.0 0.0
N 2.339 -0.283 -0.875 0.1 -0.1 0.1
N 2.251 -0.031 -3.213 0.0 -0.1 0.0
H -0.827 -0.901 3.017 0.0 -0.1 0.0
H -0.139 -1.107 4.537 0.0 0.0 0.0
H 4.584 -1.390 2.559 0.0 0.0 0.0
H 5.182 -1.737 0.157 0.0 0.0 0.0
H 2.751 -0.047 -4.083 0.0 0.0 0.0
H 1.450 0.592 -3.115 0.0 0.0 0.0
S -3.059 2.637 -6.631 0.0 0.0 0.0
C -2.338 2.075 -5.263 -0.1 0.1 0.0
S -1.135 2.949 -4.385 0.0 0.0 0.0
C -0.873 1.779 -3.112 0.1 0.0 0.1
C -1.612 0.656 -3.172 -0.1 -0.1 0.1
S -1.529 -0.683 -2.060 0.3 0.1 -0.1
S -2.718 0.561 -4.525 0.0 -0.1 0.0
S 0.332 2.100 -1.887 0.0 -0.1 0.0
N 2.384 6.809 3.046 0.0 0.0 0.0
C 2.134 5.773 2.621 0.0 -0.1 0.0
C 1.818 4.468 2.093 0.0 0.1 0.1
C 0.895 3.657 2.742 0.0 0.0 0.0
C 0.621 2.417 2.197 0.1 -0.1 0.1
N 1.188 1.967 1.075 -0.1 0.2 -0.3
C 2.087 2.749 0.473 0.1 -0.1 0.1
C 2.439 4.002 0.944 0.0 -0.1 0.0
H 0.397 3.985 3.643 0.0 0.0 0.0
H -0.075 1.748 2.688 0.0 0.0 0.0
H 2.542 2.353 -0.425 0.0 0.0 0.0
H 3.168 4.601 0.418 0.0 0.0 0.0
```
Positions in Å, forces in eV/Å.

Calculated values
Charge ... 0
Highest occupied orbital energy ... -6.5258 eV

Record 3
Computed, not measured: C23H19AuINOS2Sb as an isolated structure, with the ωB97M-V functional and the def2-TZVPD basis.

XYZ file:
```
49
Properties=species:S:1:pos:R:3:forces:R:3
Au 2.269 0.248 -0.266 0.2 -0.4 0.2
O 1.266 -1.251 1.601 -0.1 0.2 0.0
N 2.207 -2.066 1.953 0.0 -0.1 0.0
C 2.447 -2.275 3.264 -0.1 0.0 0.1
C 3.446 -3.123 3.677 0.0 0.0 -0.1
C 4.229 -3.782 2.739 -0.1 0.1 0.0
C 3.971 -3.565 1.397 -0.1 0.0 0.0
C 2.952 -2.706 1.020 0.2 -0.2 -0.1
S 2.638 -2.346 -0.690 0.1 -0.1 0.2
H 1.790 -1.719 3.916 0.0 0.0 0.0
H 3.603 -3.257 4.736 0.0 0.0 0.0
H 5.021 -4.449 3.042 0.0 0.0 0.0
H 4.549 -4.055 0.627 0.0 0.0 0.0
I 4.086 2.004 0.038 0.0 0.1 0.0
S 0.822 -3.018 -1.054 0.1 0.0 0.0
Sb -0.353 0.272 -0.547 0.2 0.6 0.0
C -1.889 -0.834 -1.437 0.0 -0.1 0.0
C -2.431 -0.414 -2.646 0.1 0.2 0.0
C -3.481 -1.126 -3.204 0.0 0.0 -0.1
C -3.978 -2.249 -2.562 -0.1 -0.1 0.0
C -3.431 -2.670 -1.358 0.0 0.0 0.0
C -2.380 -1.965 -0.793 0.0 -0.1 0.1
C -1.083 1.113 1.222 -0.1 -0.1 0.0
C -0.231 1.867 2.023 0.1 0.0 0.0
C -0.722 2.464 3.173 0.1 0.0 0.0
C -2.052 2.293 3.530 0.0 0.0 0.0
C -2.894 1.526 2.741 0.0 0.0 0.0
C -2.412 0.933 1.585 -0.1 -0.1 -0.1
C 0.138 1.869 -1.831 -0.3 0.0 -0.2
C 0.658 1.570 -3.091 0.0 -0.1 0.0
C 1.096 2.592 -3.917 0.0 -0.1 0.0
C 1.027 3.906 -3.481 0.0 0.1 0.0
C 0.514 4.203 -2.227 0.0 0.1 0.0
C 0.071 3.188 -1.398 -0.1 0.0 0.2
H -2.048 0.466 -3.147 0.0 0.0 0.0
H -3.912 -0.802 -4.140 0.0 0.0 0.0
H -4.797 -2.801 -3.003 0.0 0.0 0.0
H -3.820 -3.547 -0.861 0.0 0.0 0.0
H -1.950 -2.296 0.147 0.0 0.0 0.0
H 0.812 1.992 1.756 0.0 0.0 0.0
H -0.064 3.060 3.790 0.0 0.0 0.0
H -2.431 2.759 4.430 0.0 0.0 0.0
H -3.929 1.391 3.022 0.0 0.0 0.0
H -3.079 0.345 0.966 0.0 0.0 0.0
H 0.733 0.539 -3.426 0.0 0.0 0.0
H 1.500 2.362 -4.892 0.0 0.0 0.0
H 1.379 4.704 -4.120 0.0 0.0 0.0
H 0.463 5.229 -1.891 0.0 0.0 0.0
H -0.317 3.425 -0.414 0.0 0.0 0.0
```
Positions in Å, forces in eV/Å.

Calculated values
Charge ... +1
<S²> ... 2.0110
Multiplicity ... 3
Highest occupied orbital energy (spin up / spin down) ... -10.9477 / -11.0923 eV

Record 4
Computed, not measured: C23H19BCrNO3 as an isolated structure at a distorted geometry, with the ωB97M-V functional and the def2-TZVPD basis.

XYZ file:
```
48
Properties=species:S:1:pos:R:3:forces:R:3
O -1.013 -4.948 -0.833 -1.8 3.7 -0.3
C -1.521 -3.902 -0.833 2.0 -4.7 0.5
Cr -2.230 -2.159 -0.526 0.5 -2.1 1.0
C -0.438 -1.786 -0.030 3.7 0.8 1.8
O 0.640 -1.621 0.366 -3.1 -0.5 -1.3
C -2.376 -2.673 1.284 0.6 -1.2 4.3
O -2.290 -2.997 2.406 -0.6 1.2 -4.0
C -4.240 -2.401 -1.398 -0.9 0.5 0.2
C -3.282 -2.304 -2.418 0.0 -0.4 -0.5
C -2.362 -1.256 -2.423 0.8 1.4 -1.4
C -2.354 -0.252 -1.418 0.9 0.2 -0.2
C -1.157 0.583 -1.217 -0.1 0.4 -0.9
C -0.097 1.203 -1.208 -1.7 -0.4 0.3
C 1.028 2.011 -1.029 0.4 1.0 -0.1
C 2.219 1.822 -1.849 -0.6 -0.6 0.3
C 3.367 2.668 -1.848 1.6 0.5 -0.3
C 4.464 2.375 -2.669 -0.6 0.7 0.9
C 4.466 1.236 -3.500 0.5 0.5 -0.1
C 3.323 0.420 -3.526 -1.9 -0.8 0.5
C 2.229 0.703 -2.719 0.8 -1.0 -1.1
C -3.362 -0.353 -0.425 0.2 1.4 0.9
C -4.290 -1.401 -0.413 -0.7 -0.2 -0.6
H -4.956 -3.218 -1.383 0.2 0.1 0.1
H -3.224 -3.089 -3.179 0.0 0.4 0.3
H -1.579 -1.219 -3.186 -0.4 -0.1 0.3
H 0.889 2.988 -0.537 0.0 -0.5 -0.4
H 3.394 3.542 -1.182 0.0 -0.4 -0.4
H 5.340 3.031 -2.682 -0.4 -0.2 0.2
H 5.323 1.011 -4.146 -0.4 0.1 0.4
H 3.274 -0.448 -4.188 0.1 0.3 0.2
H 1.339 0.064 -2.718 0.5 0.2 -0.2
H -3.392 0.403 0.363 0.0 -0.3 -0.2
H -5.036 -1.464 0.375 0.2 0.0 -0.1
H 1.609 1.559 0.633 0.4 0.0 -0.1
B 2.153 1.530 1.822 0.6 -0.1 0.8
N 1.020 1.091 2.821 -1.2 -0.3 0.6
C 1.309 0.840 4.125 0.0 0.1 -0.4
C 0.339 0.435 5.037 0.1 0.1 -0.2
C -0.986 0.283 4.614 0.4 0.1 -0.4
C -1.282 0.552 3.272 0.5 0.1 -0.1
C -0.266 0.969 2.412 0.1 -0.2 0.4
H 3.005 0.668 1.808 -0.2 0.2 -0.3
H 2.514 2.637 2.140 -0.1 0.0 -0.4
H 2.355 0.989 4.403 -0.4 -0.1 -0.1
H 0.652 0.250 6.067 -0.2 0.1 -0.4
H -1.764 -0.030 5.308 0.2 0.1 -0.2
H -2.285 0.443 2.862 0.2 0.1 0.3
H -0.467 1.216 1.367 0.1 -0.1 0.4
```
Positions in Å, forces in eV/Å.

Calculated values
Charge ... +2
<S²> ... 3.7946
Multiplicity ... 4
Highest occupied orbital energy (spin up / spin down) ... -13.3004 / -15.1374 eV

Number 1: electronic energy -112568.6333 eV. Number 2: electronic energy -155776.8782 eV. Number 3: electronic energy -67688.8755 eV. Number 4: electronic energy -60868.4739 eV.